Entry 1:
The molecule C28H34N4O6 at a distorted geometry, computed with ωB97M-V/def2-TZVPD.

The geometry in XYZ format:
```
72
Properties=species:S:1:pos:R:3
C 0.612 2.915 6.337
C -0.821 2.462 6.063
O -0.927 1.285 5.290
C -0.410 1.338 3.976
C -1.171 2.265 3.025
C -0.579 2.200 1.616
N 0.827 2.575 1.609
C 0.997 4.013 1.641
C 1.649 1.927 0.599
C 1.135 2.068 -0.845
C 2.087 1.366 -1.809
N 2.189 -0.035 -1.443
C 1.360 -0.895 -2.070
O 0.646 -0.510 -3.010
C 1.278 -2.303 -1.683
O 2.183 -2.956 -0.887
C 1.756 -4.234 -0.780
C 2.377 -5.256 -0.077
C 1.773 -6.496 -0.108
C 0.588 -6.712 -0.816
C -0.031 -5.700 -1.515
C 0.560 -4.436 -1.499
C 0.273 -3.164 -2.091
N -0.748 -2.742 -2.917
C -2.010 -3.221 -3.057
O -2.425 -4.264 -2.611
C -2.883 -2.262 -3.880
C -2.671 -0.844 -3.448
C -3.046 -0.454 -2.162
C -2.786 0.820 -1.708
C -2.142 1.723 -2.549
N -1.837 3.040 -2.072
O -1.234 3.793 -2.812
O -2.185 3.331 -0.941
C -1.773 1.358 -3.839
C -2.040 0.078 -4.280
C 2.765 -0.212 -0.129
C 1.860 0.441 0.922
H 1.198 2.083 6.720
H 1.086 3.294 5.435
H 0.601 3.709 7.079
H -1.310 2.199 7.005
H -1.388 3.284 5.603
H 0.650 1.621 3.977
H -0.487 0.306 3.620
H -1.129 3.289 3.394
H -2.220 1.967 2.987
H -0.674 1.173 1.260
H -1.172 2.847 0.949
H 0.525 4.408 2.538
H 0.552 4.518 0.772
H 2.059 4.253 1.682
H 2.632 2.413 0.654
H 1.045 3.120 -1.116
H 0.155 1.597 -0.930
H 1.715 1.428 -2.832
H 3.086 1.809 -1.758
H 3.291 -5.076 0.465
H 2.226 -7.317 0.427
H 0.150 -7.699 -0.812
H -0.953 -5.861 -2.047
H -0.533 -1.803 -3.278
H -3.921 -2.568 -3.734
H -2.628 -2.390 -4.933
H -3.534 -1.168 -1.514
H -3.062 1.131 -0.711
H -1.272 2.077 -4.468
H -1.743 -0.212 -5.276
H 2.902 -1.268 0.088
H 3.747 0.272 -0.128
H 2.307 0.345 1.911
H 0.905 -0.087 0.931
```

SMILES   CCOCCCN(C)C1CCN(C(=O)c2oc3ccccc3c2NC(=O)Cc2ccc([N+](=O)[O-])cc2)CC1
Highest occupied orbital energy   -8.28 eV
Energy above the lowest of the compared OMol25 structures with the same formula, charge and spin   140.42 kcal/mol

Entry 2:
A structure of composition C28H35BBrF9IN8OS3Ti, computed with ωB97M-V/def2-TZVPD.

The geometry in XYZ format:
```
88
Properties=species:S:1:pos:R:3
Ti -0.345 -0.048 0.307
C 4.279 0.068 6.446
C 2.953 0.838 6.511
C 3.221 2.212 7.123
C 1.973 0.085 7.421
C 2.364 0.939 5.106
C 2.003 -0.227 4.430
C 1.471 -0.126 3.170
Br 0.990 -1.707 2.233
C 1.250 1.094 2.515
O 0.714 1.035 1.280
C 1.616 2.276 3.167
C 2.168 2.141 4.449
C 1.538 3.699 2.593
C 2.974 4.173 2.317
C 0.875 4.634 3.617
C 0.743 3.829 1.296
H 4.709 -0.032 7.445
H 5.001 0.587 5.813
H 4.139 -0.936 6.042
H 3.615 2.089 8.133
H 2.308 2.808 7.192
H 3.957 2.776 6.548
H 2.350 0.067 8.445
H 1.838 -0.948 7.099
H 0.993 0.566 7.422
H 2.135 -1.203 4.878
H 2.462 3.050 4.951
H 3.584 4.162 3.223
H 2.958 5.195 1.930
H 3.450 3.534 1.571
H 1.460 4.751 4.529
H -0.116 4.268 3.890
H 0.761 5.626 3.176
H 1.158 3.246 0.480
H 0.755 4.878 0.990
H -0.293 3.535 1.456
C -1.628 -4.492 -4.612
C -1.990 -4.214 -3.205
N -2.807 -4.899 -2.468
N -2.816 -4.239 -1.284
C -2.015 -3.163 -1.257
S -1.889 -2.150 0.094
N -1.476 -3.155 -2.495
N -0.650 -2.174 -3.057
H -2.272 -5.283 -4.989
H -0.590 -4.821 -4.694
H -1.754 -3.597 -5.221
H -3.389 -4.552 -0.520
H -0.253 -1.618 -2.292
H 0.148 -2.656 -3.462
F 5.248 -4.978 -0.070
C 4.400 -3.992 -0.341
C 4.864 -2.709 -0.584
F 6.170 -2.457 -0.542
C 3.966 -1.695 -0.861
F 4.478 -0.477 -1.068
C 2.586 -1.893 -0.913
S 1.549 -0.519 -1.296
C 2.168 -3.192 -0.671
F 0.867 -3.500 -0.712
C 3.040 -4.229 -0.389
F 2.568 -5.456 -0.165
I -1.716 2.992 -5.017
C -1.553 2.434 -3.051
C -1.892 3.172 -1.934
N -1.586 2.434 -0.867
N -1.065 1.245 -1.223
C -1.032 1.242 -2.553
H -2.319 4.154 -1.833
H -1.786 2.611 0.114
H -0.628 0.400 -3.091
C 3.873 5.605 -2.702
N 4.069 4.384 -1.949
C 3.139 3.423 -1.777
N 3.535 2.369 -1.025
S 1.581 3.500 -2.384
H 4.430 5.585 -3.640
H 4.193 6.464 -2.112
H 2.814 5.696 -2.924
H 4.969 4.239 -1.524
H 4.517 2.186 -0.894
H 2.929 1.558 -1.036
F -3.052 0.620 0.592
B -2.712 0.928 1.925
F -2.168 2.230 1.946
F -3.745 0.769 2.789
F -1.615 0.008 2.203
```

Highest occupied orbital energy (alpha / beta)   -8.05 / -8.05 eV
Multiplicity   2
Energy above the lowest of the compared OMol25 structures with the same formula, charge and spin   25.24 kcal/mol